1.
DFT (ωB97M-V with the def2-TZVPD basis set) results for 6 unconnected molecules or ions with the total composition C44H40FN5O14 at a distorted geometry.

Geometry as XYZ:
```
104
Properties=species:S:1:pos:R:3:forces:R:3:lowdin_charge:R:1
C 0.170795 3.045750 4.153805 0.07 0.91 -0.28 0.052
C 0.127893 2.133506 5.122680 0.63 -0.58 -0.02 -0.104
C 0.051332 0.718484 4.719862 2.13 0.46 0.02 -0.098
C -0.890103 -0.088953 5.156968 -1.19 -0.96 0.60 -0.086
C -1.987575 0.317257 6.098718 -0.31 0.61 0.74 -0.077
O -3.293671 0.193201 5.471100 0.53 -0.85 -0.30 0.017
C -3.433485 0.971812 4.381093 -1.50 -1.42 -0.85 -0.554
C -4.371924 0.430394 3.312782 -0.07 -0.13 0.28 0.030
O -2.912434 2.017486 4.236210 1.44 2.06 0.07 0.134
C -0.890795 -1.516950 4.646033 0.28 1.64 -1.87 -0.332
O -1.100483 -2.448934 5.339813 -0.73 -1.71 1.48 0.152
C -0.552184 -1.644396 3.178483 -0.75 -0.20 0.82 0.071
C 0.381122 -0.840175 2.729846 1.06 0.37 -1.21 -0.142
C 0.827381 -0.789337 1.267727 -0.30 0.97 0.53 -0.107
C 0.108059 0.448697 0.623446 0.01 -0.53 0.29 -0.122
C -1.352027 0.191083 0.192153 -0.24 0.95 0.65 -0.173
F -1.725658 -1.144654 0.287273 0.13 -0.28 -0.28 -0.069
C 1.030346 0.092467 3.734194 -2.37 -0.28 -0.45 -0.305
O 2.196468 0.277693 3.760031 2.06 0.64 0.01 0.167
H 0.868739 2.991233 3.318398 -1.04 -0.76 -0.67 0.076
H -0.516776 3.890556 4.195516 1.10 0.70 0.54 0.076
H 0.114695 2.429378 6.168754 -1.49 -0.17 -0.05 0.115
H -1.901560 1.356941 6.423223 0.30 -0.15 -0.14 0.120
H -2.023844 -0.286244 7.007114 -0.10 -0.21 -0.30 0.141
H -4.273489 -0.648823 3.175158 -0.26 0.11 0.27 0.086
H -4.168507 0.913106 2.355832 0.16 0.11 0.25 0.076
H -5.387961 0.724550 3.599293 0.04 -0.40 -0.04 0.091
H -1.057603 -2.344010 2.519841 0.03 -0.20 0.34 0.122
H 1.900882 -0.587274 1.223770 -0.09 -0.24 0.01 0.118
H 0.594526 -1.721908 0.755705 0.09 0.11 0.01 0.100
H 0.063355 1.193975 1.427969 0.11 0.17 -0.38 0.099
H 0.692192 0.875855 -0.195483 -0.05 -0.23 0.04 0.100
H -1.596411 0.576123 -0.802792 0.31 -0.37 -0.06 0.105
H -2.011965 0.735497 0.880696 0.03 -0.19 -0.06 0.104
C 4.781789 1.224913 9.096436 0.02 0.00 0.00 -0.070
C 4.528421 2.541234 9.459240 -0.02 -0.15 -0.04 -0.066
C 3.224802 2.969186 9.652846 0.08 0.25 0.07 -0.005
C 2.187744 2.067760 9.483943 0.33 -0.12 -0.04 -0.151
C 2.425609 0.754383 9.115660 -0.11 -0.24 -0.06 -0.003
C 3.731548 0.333975 8.920880 0.08 0.12 0.03 -0.062
N 0.804906 2.511141 9.710430 -0.21 0.08 0.02 -0.352
O 0.625513 3.676189 10.011968 0.04 -0.21 -0.06 0.078
O -0.080239 1.684244 9.583318 0.12 0.14 -0.03 0.067
H 5.801764 0.892040 8.950695 -0.02 0.01 -0.01 0.108
H 5.348552 3.233867 9.593814 -0.04 0.01 0.00 0.108
H 3.031456 3.994320 9.934754 -0.16 -0.06 0.00 0.119
H 1.610908 0.057070 8.980642 -0.08 0.13 0.05 0.119
H 3.931213 -0.690071 8.635118 -0.04 0.02 0.00 0.110
C -0.131819 0.630143 -5.745029 -0.03 0.00 0.08 -0.070
C 0.530110 1.110873 -4.622360 -0.03 -0.09 -0.21 -0.074
C 1.002137 0.231706 -3.664207 0.14 0.22 0.20 -0.006
C 0.807419 -1.126611 -3.841682 -0.10 0.18 -0.27 -0.147
C 0.143329 -1.622415 -4.951396 -0.07 -0.17 -0.13 0.008
C -0.328118 -0.736388 -5.909025 -0.09 0.16 0.46 -0.074
N 1.324283 -2.057078 -2.831406 0.00 -0.11 0.15 -0.344
O 1.882007 -1.577163 -1.859859 -0.07 -0.14 -0.07 0.064
O 1.164280 -3.249063 -3.017760 0.04 0.21 0.06 0.076
H -0.494861 1.320095 -6.494739 0.00 -0.03 0.00 0.101
H 0.679953 2.174421 -4.496389 0.01 -0.03 0.03 0.104
H 1.515468 0.611998 -2.792539 0.01 -0.16 0.02 0.115
H -0.009901 -2.684484 -5.080530 0.08 0.00 0.14 0.121
H -0.845334 -1.107685 -6.775606 -0.09 -0.01 0.07 0.093
C -0.806386 -5.382734 0.686735 0.00 0.07 0.00 -0.066
C -0.457909 -6.696844 0.967902 -0.08 0.12 -0.02 -0.063
C -1.442960 -7.633379 1.237863 0.18 -0.19 0.02 -0.005
C -2.770411 -7.241056 1.216732 0.24 0.22 -0.07 -0.149
C -3.131593 -5.932551 0.945637 -0.19 0.20 -0.02 -0.002
C -2.141531 -4.998986 0.682390 0.14 -0.07 -0.01 -0.063
N -3.819062 -8.237839 1.476756 -0.17 -0.16 0.06 -0.352
O -3.467571 -9.375387 1.730703 -0.06 0.21 -0.05 0.073
O -4.977517 -7.868271 1.419344 0.21 -0.06 0.01 0.074
H -0.037556 -4.651993 0.466511 0.00 -0.03 0.00 0.105
H 0.582743 -6.992590 0.971445 -0.03 -0.02 0.02 0.109
H -1.167978 -8.655438 1.455605 -0.17 -0.01 0.01 0.118
H -4.169591 -5.632138 0.936526 -0.02 -0.17 0.03 0.119
H -2.406696 -3.972146 0.463462 -0.03 -0.03 0.01 0.100
C -2.795496 6.504378 -5.616765 0.00 0.01 -0.01 -0.069
C -2.131462 6.986615 -4.496410 -0.06 -0.10 -0.10 -0.064
C -1.653326 6.105188 -3.540057 0.11 0.20 0.15 -0.002
C -1.844052 4.745993 -3.721564 -0.11 0.22 -0.25 -0.147
C -2.510383 4.251662 -4.830158 -0.08 -0.23 -0.15 -0.003
C -2.988201 5.139056 -5.781285 0.05 0.13 0.06 -0.063
N -1.318057 3.806116 -2.723235 0.04 -0.10 0.20 -0.341
O -0.751520 4.268481 -1.750103 -0.08 -0.10 -0.18 0.079
O -1.475015 2.616305 -2.931690 -0.03 0.18 0.12 0.057
H -3.163350 7.195217 -6.364961 0.00 -0.02 0.02 0.108
H -1.983965 8.050849 -4.370001 0.01 -0.03 0.03 0.109
H -1.137127 6.484088 -2.669522 0.01 -0.17 0.03 0.120
H -2.659594 3.189102 -4.962766 0.09 0.00 0.15 0.118
H -3.508323 4.766134 -6.653496 0.01 -0.03 0.03 0.110
C 5.108845 -1.120779 -10.225730 0.02 0.00 -0.01 -0.069
C 4.248845 -2.164715 -9.911667 0.05 0.14 -0.02 -0.063
C 2.983254 -1.895814 -9.415872 -0.07 -0.26 0.02 0.000
C 2.592567 -0.578664 -9.244347 0.33 -0.07 -0.08 -0.142
C 3.442309 0.471697 -9.546650 0.04 0.27 -0.01 -0.002
C 4.707436 0.195481 -10.039549 -0.01 -0.15 0.00 -0.064
N 1.243949 -0.289747 -8.741691 -0.12 -0.03 0.01 -0.322
O 0.527139 -1.235591 -8.466723 0.28 0.18 -0.47 0.059
O 0.917571 0.878128 -8.631172 0.01 -0.20 -0.06 0.076
H 6.095332 -1.333747 -10.617937 -0.02 0.00 0.02 0.108
H 4.564473 -3.189287 -10.056152 -0.04 0.01 0.02 0.110
H 2.316926 -2.711007 -9.172456 -0.10 0.13 0.03 0.120
H 3.132493 1.497341 -9.405799 -0.14 -0.08 0.05 0.119
H 5.380481 1.006889 -10.282273 -0.04 0.01 0.02 0.109
```
Positions in Å, forces in eV/Å.

Calculated values
- orbital gap (eV) = 7.82
- max |F| (eV/A) = 2.5
- SMILES string = C=CC1=C(COC(C)=O)C(=O)C=C(CCCF)C1=O.O=[N+]([O-])c1ccccc1.O=[N+]([O-])c1ccccc1.O=[N+]([O-])c1ccccc1.O=[N+]([O-])c1ccccc1.O=[N+]([O-])c1ccccc1
- highest occupied orbital energy (hartree) = -0.319
- relative energy (zero: lowest compared OMol25 entry of this formula, charge and spin) (eV) = 1.046

---

2.
DFT (ωB97M-V with the def2-TZVPD basis set) results for a gas-phase ion, C2H7N2S2 (charge +1) at a distorted geometry.

Geometry as XYZ:
```
13
Properties=species:S:1:pos:R:3:forces:R:3:lowdin_spin:R:1
C 0.399776 -0.789103 0.394402 0.66 1.08 0.60 0.064
C 0.259701 0.525007 -0.363122 1.45 -0.09 -0.38 0.093
N -0.441188 -1.721513 -0.195851 -1.24 -1.76 -0.45 0.014
N -0.836721 1.399545 0.268350 3.28 1.68 -2.75 0.012
S 2.201527 -0.917003 0.229656 0.48 -3.05 0.32 0.867
S 2.086988 1.187104 0.000482 -1.95 2.81 -0.93 0.912
H 0.285312 -0.535224 1.500381 -0.32 -0.94 -1.09 0.012
H 0.106218 0.275285 -1.485084 0.03 1.18 1.88 0.006
H -0.646132 -1.539831 -1.158997 -0.08 0.59 -0.41 0.002
H -0.233173 -2.715315 -0.251712 0.32 0.17 1.17 0.004
H -0.827693 2.332897 -0.231262 0.59 -0.62 1.37 0.008
H -0.633809 1.392980 1.248310 -0.20 0.70 0.87 0.006
H -1.720809 1.105176 0.044446 -3.03 -1.73 -0.20 0.001
```
Positions in Å, forces in eV/Å.

Calculated values
- multiplicity = 3
- orbital gap (spin up / spin down) (eV) = 6.37 / 7.77
- max |F| (eV/A) = 4.6
- net charge = +1
- highest occupied orbital energy (spin up / spin down) (hartree) = -0.373 / -0.516
- relative energy (zero: lowest compared OMol25 entry of this formula, charge and spin) (eV) = 0.000

---

3.
DFT (ωB97M-V with the def2-TZVPD basis set) results for a molecular structure, C36H38F12N2O3W.

Geometry as XYZ:
```
92
Properties=species:S:1:pos:R:3:forces:R:3:lowdin_spin:R:1
W -0.250392 -0.614669 0.266323 0.84 -0.06 -0.22 1.656
C 1.406322 6.323253 2.136511 0.05 -0.09 -0.02 0.000
C 1.196794 4.952158 1.543257 0.03 0.06 0.04 -0.001
C 1.830528 4.560771 0.366689 0.06 0.03 -0.06 0.000
C 1.578308 3.328805 -0.193494 0.00 -0.05 -0.14 -0.001
C 0.664110 2.418575 0.366188 0.13 -0.13 -0.26 0.004
N 0.307079 1.266871 -0.386650 -0.43 -0.11 0.11 0.001
C 0.272459 1.506737 -1.797933 0.09 0.06 0.31 0.007
C -0.394892 2.650147 -2.261600 0.01 0.12 0.15 0.003
C -0.380487 3.030449 -3.586259 0.04 0.08 -0.01 0.000
C 0.329311 2.292199 -4.529624 0.00 0.01 -0.08 0.003
C 0.401592 2.706466 -5.980050 -0.01 -0.07 0.13 0.001
C 0.940004 1.130363 -4.089906 -0.08 -0.06 0.05 0.000
C 0.879801 0.697955 -2.758672 0.06 -0.25 -0.14 0.005
C 1.428921 -0.681173 -2.389172 0.03 -0.03 0.00 0.017
O 1.259576 -1.048659 -1.075908 -0.95 0.01 -0.01 0.060
C 0.698168 -1.752049 -3.272751 0.13 0.09 0.16 0.003
F -0.616735 -1.716009 -2.988970 0.08 0.11 -0.03 0.007
F 1.149421 -2.985273 -2.992808 -0.04 0.07 -0.04 0.000
F 0.794499 -1.598967 -4.600026 0.06 -0.04 0.02 0.001
C 2.958998 -0.767065 -2.647655 -0.02 0.06 0.03 -0.001
F 3.566323 0.336108 -2.192884 0.02 -0.03 0.02 0.000
F 3.507783 -1.815827 -2.029424 0.00 0.03 -0.07 0.000
F 3.253156 -0.882660 -3.958221 0.05 0.08 0.04 0.000
C 0.180768 2.735176 1.635748 -0.10 -0.03 0.08 0.000
C 0.413696 4.004488 2.172742 0.04 0.01 0.01 0.000
C -0.504429 1.666224 2.468679 -0.10 -0.02 0.12 0.013
O -0.242183 0.395900 2.021631 -0.34 -0.29 -0.64 0.061
C -2.053959 1.922368 2.580997 0.17 -0.04 -0.05 0.005
F -2.370815 3.222751 2.493023 0.03 -0.06 0.10 0.001
F -2.578725 1.467951 3.733809 -0.01 0.02 -0.08 0.001
F -2.693398 1.294815 1.587940 0.00 0.01 -0.10 0.006
C 0.092062 1.658535 3.915665 -0.04 0.08 -0.08 0.000
F 1.426038 1.697250 3.866734 -0.03 0.00 0.05 0.000
F -0.244709 0.545056 4.584835 0.02 0.09 0.00 0.000
F -0.328329 2.699898 4.659083 0.04 -0.03 0.04 0.000
H 1.435172 7.087027 1.356428 -0.01 -0.03 0.05 0.000
H 2.352027 6.377694 2.684167 -0.05 -0.01 -0.03 0.000
H 0.605156 6.575517 2.832420 0.03 -0.01 -0.03 0.000
H 2.528059 5.233539 -0.124305 -0.05 -0.04 0.03 0.000
H 2.084990 3.049024 -1.108565 -0.06 0.04 -0.03 0.000
H -0.910988 3.264490 -1.535910 0.02 -0.01 0.02 0.000
H -0.904228 3.932720 -3.888429 0.03 -0.02 0.02 0.000
H 0.130543 3.755006 -6.105423 0.01 -0.02 0.01 0.000
H -0.277916 2.108604 -6.592947 0.01 0.02 0.01 0.000
H 1.407724 2.562980 -6.376669 -0.02 0.02 0.01 0.000
H 1.474845 0.532129 -4.814768 0.00 0.02 0.04 0.000
H -0.029197 4.262189 3.124912 -0.01 -0.02 -0.03 0.000
C -1.593431 -1.969881 1.655582 0.14 -0.39 0.30 0.019
C -0.223087 -2.373053 1.718623 -0.02 -0.30 0.30 0.009
C 0.091039 -3.018529 0.491332 0.08 -0.18 0.42 0.004
C -1.076855 -3.052396 -0.302142 0.20 0.33 -0.13 0.014
C -2.090641 -2.356113 0.393048 -0.07 0.32 0.11 -0.001
C -3.513514 -2.255488 -0.032518 -0.07 0.06 -0.09 -0.001
C -1.343556 -3.940771 -1.473341 -0.02 0.15 -0.19 0.003
C 1.385716 -3.712638 0.234817 0.09 0.09 -0.16 0.000
C 0.626284 -2.399760 2.947368 0.07 0.15 -0.01 0.007
C -2.415930 -1.590563 2.839279 0.00 0.31 -0.03 0.003
H -4.061423 -3.135862 0.317681 0.00 0.01 0.00 -0.001
H -3.599471 -2.206483 -1.117415 -0.01 -0.01 0.02 0.000
H -3.984547 -1.367584 0.386266 -0.02 -0.02 -0.01 0.000
H -1.864968 -3.430466 -2.281622 -0.02 -0.09 0.07 0.000
H -1.984041 -4.758383 -1.131155 0.02 -0.02 0.01 0.001
H -0.431582 -4.370159 -1.877566 -0.02 0.01 -0.01 0.000
H 1.507389 -4.536332 0.942604 0.01 0.00 -0.01 -0.001
H 2.225885 -3.028159 0.352898 0.00 -0.02 -0.01 0.000
H 1.432856 -4.110241 -0.776752 0.03 0.02 0.04 0.000
H 0.483039 -3.348253 3.472843 0.02 0.01 0.01 0.000
H 0.362057 -1.587389 3.620357 0.03 -0.01 -0.01 0.000
H 1.684311 -2.304338 2.702254 0.00 -0.01 0.01 0.001
H -2.741867 -2.504419 3.343070 -0.01 0.01 0.02 0.001
H -3.302816 -1.023668 2.560142 0.01 0.00 0.02 0.000
H -1.840769 -0.998181 3.547908 -0.04 -0.02 -0.02 0.000
O -2.468994 0.198373 -1.052833 -0.16 -0.15 0.17 0.066
C -2.888144 0.945243 -1.913030 0.13 0.11 -0.37 0.014
C -3.028301 0.530906 -3.354470 -0.04 0.05 -0.07 0.001
C -4.519705 0.667742 -3.751841 0.04 -0.05 0.14 0.000
C -5.523016 0.464955 -2.590708 0.06 0.08 -0.03 0.000
C -5.825516 1.720435 -1.749587 0.10 -0.07 0.05 0.000
C -4.672547 2.137409 -0.831070 0.04 -0.07 -0.28 0.001
N -3.416641 2.187878 -1.605724 -0.16 0.19 0.29 0.004
H -2.687090 -0.497613 -3.442973 0.03 -0.01 0.01 0.000
H -2.389335 1.152073 -3.990338 -0.02 -0.04 0.03 0.001
H -4.725813 -0.070866 -4.526939 0.00 0.02 -0.03 0.000
H -4.700435 1.646316 -4.204545 -0.02 0.00 -0.01 0.000
H -5.163646 -0.336119 -1.932233 -0.06 0.00 -0.04 0.000
H -6.464285 0.115923 -3.016991 -0.01 -0.02 0.01 0.000
H -6.716997 1.543695 -1.140886 0.01 0.03 -0.02 0.000
H -6.063060 2.547747 -2.428518 -0.02 -0.02 0.02 0.000
H -4.537015 1.413069 -0.032500 0.07 -0.01 0.07 0.000
H -4.857192 3.110070 -0.377971 0.02 0.01 0.04 0.000
H -3.532643 2.751911 -2.437294 -0.10 -0.02 -0.08 0.000
```
Positions in Å, forces in eV/Å.

Calculated values
- multiplicity = 3
- orbital gap (spin up / spin down) (eV) = 7.55 / 7.47
- max |F| (eV/A) = 1.0
- highest occupied orbital energy (spin up / spin down) (hartree) = -0.263 / -0.269